1.
Molecular formula: C19H31F3NO8PdS2Si
Method: DFT, ωB97M-V with the def2-TZVPD basis set

Its HOMO energy (spin up / spin down) is -5.3 / -5.5 eV. As for the electronic energy: -2912.9519 hartree.

```
! RIJCOSX wB97M-V def2-TZVPD def2/J DEFGRID3
* xyz -1 3
Pd -2.158 -0.199 -0.834
O -4.359 -3.109 -2.730
C -3.603 -2.387 -2.093
O -3.387 -1.142 -2.271
C -2.793 -3.035 -0.973
C -3.018 -4.343 -0.569
C -2.229 -4.871 0.434
C -1.217 -4.096 0.988
C -1.048 -2.805 0.527
N -1.832 -2.297 -0.423
H -3.808 -4.895 -1.058
H -2.391 -5.884 0.782
H -0.567 -4.479 1.763
H -0.260 -2.157 0.893
C 0.609 0.074 2.766
C -0.144 1.109 1.939
C -1.572 1.245 2.435
C 0.570 2.453 1.993
O -0.255 0.676 0.562
Si 0.891 0.325 -0.602
S -0.193 -0.171 -2.275
O 1.955 1.567 -0.799
C 1.939 2.726 -1.640
C 0.549 3.352 -1.681
C 2.937 3.694 -1.018
C 2.390 2.322 -3.038
O 1.792 -0.869 0.097
C 3.025 -1.463 -0.313
C 4.174 -0.623 0.236
C 3.110 -1.564 -1.833
C 3.036 -2.854 0.306
H 0.587 0.370 3.817
H 1.646 -0.022 2.447
H 0.133 -0.903 2.677
H -1.580 1.581 3.475
H -2.098 0.292 2.371
H -2.116 1.965 1.826
H 0.617 2.802 3.027
H 0.022 3.191 1.407
H 1.584 2.378 1.601
H 0.217 3.607 -0.676
H -0.174 2.667 -2.125
H 0.573 4.267 -2.276
H 2.611 3.982 -0.017
H 3.028 4.596 -1.627
H 3.918 3.222 -0.941
H 1.696 1.601 -3.469
H 3.385 1.874 -2.993
H 2.435 3.198 -3.690
H 4.095 0.401 -0.127
H 5.135 -1.039 -0.074
H 4.139 -0.607 1.328
H 3.189 -0.575 -2.288
H 2.218 -2.048 -2.232
H 3.989 -2.145 -2.121
H 2.884 -2.780 1.384
H 3.988 -3.355 0.119
H 2.233 -3.461 -0.116
F -6.448 0.690 2.110
C -5.458 1.456 1.637
F -5.981 2.634 1.281
F -4.599 1.676 2.641
S -4.652 0.655 0.202
O -3.635 1.630 -0.209
O -5.727 0.428 -0.712
O -3.999 -0.529 0.776
*
```

Atom charges from the Löwdin analysis, given in e for atoms 1 to 6: Pd 0.859; O 0.037; C -0.608; O -0.131; C -0.169; C 0.008

=====

2.
Molecular formula: C19H31IrNO8Se2SiTe2
Method: DFT, ωB97M-V with the def2-TZVPD basis set

Its HOMO energy (spin up / spin down) is -4.8 / -5.0 eV. For the relative energy (zero: lowest compared OMol25 entry of this formula, charge and spin), the calculation gives 0.0 kJ/mol. As for the electronic energy: -7132.2363 hartree.

```
! RIJCOSX wB97M-V def2-TZVPD def2/J DEFGRID3
* xyz -1 5
Ir 0.229 0.124 -0.174
Se -0.179 -1.783 -1.646
Te -2.047 -1.361 -3.195
Te -2.865 1.122 -2.492
Se -0.919 1.993 -1.237
O 4.459 0.406 -0.444
C 3.324 0.644 -0.058
O 2.257 0.475 -0.761
C 3.149 1.170 1.358
C 4.102 0.839 2.316
C 3.993 1.297 3.620
C 2.930 2.106 3.988
C 2.003 2.437 3.021
C 2.093 1.996 1.714
N 0.871 3.302 3.396
O 0.728 3.568 4.575
O 0.167 3.736 2.505
H 4.933 0.220 2.005
H 4.737 1.023 4.357
H 2.811 2.477 4.994
H 1.353 2.318 0.995
C -0.632 -3.459 2.048
C -1.968 -2.852 2.465
C -2.761 -2.400 1.244
C -2.776 -3.865 3.269
O -1.775 -1.736 3.340
Si -0.765 -0.433 3.210
O -0.215 -0.244 1.731
O 0.512 -0.610 4.225
C 0.554 -1.068 5.577
C -0.649 -0.569 6.372
C 1.838 -0.506 6.171
C 0.596 -2.593 5.582
O -1.589 0.849 3.810
C -2.863 1.400 3.467
C -3.013 1.509 1.956
C -2.901 2.784 4.103
C -3.957 0.517 4.061
H -0.798 -4.331 1.413
H -0.067 -3.770 2.928
H -0.040 -2.736 1.488
H -2.933 -3.236 0.563
H -2.216 -1.631 0.696
H -3.729 -1.997 1.552
H -3.007 -4.743 2.663
H -3.710 -3.413 3.605
H -2.212 -4.185 4.147
H -0.720 0.516 6.304
H -0.546 -0.858 7.421
H -1.576 -0.995 5.983
H 1.781 0.582 6.211
H 2.689 -0.786 5.549
H 1.994 -0.888 7.183
H -0.314 -2.994 5.138
H 0.683 -2.967 6.605
H 1.455 -2.945 5.006
H -2.199 2.097 1.532
H -3.960 1.992 1.705
H -3.000 0.524 1.483
H -2.107 3.409 3.696
H -2.755 2.698 5.181
H -3.865 3.263 3.915
H -3.891 -0.494 3.659
H -4.944 0.928 3.832
H -3.845 0.462 5.145
*
```

Atom charges from the Löwdin analysis, given in e for atoms 1 to 6: Ir 0.712; Se -0.110; Te 0.120; Te 0.114; Se -0.134; O 0.043

=====

3.
Molecular formula: C19H31N5O2
Method: DFT, ωB97M-V with the def2-TZVPD basis set

Its HOMO energy is -8.2 eV. For the relative energy (zero: lowest compared OMol25 entry of this formula, charge and spin), the calculation gives 29.1 kJ/mol. The structure (SMILES) is CCCCCCn1c(CN2CCCCC2)nc2c1c(=O)n(C)c(=O)n2C. As for the electronic energy: -1166.9298 hartree.

```
! RIJCOSX wB97M-V def2-TZVPD def2/J DEFGRID3
* xyz 0 1
C 6.476 0.946 1.586
C 5.203 0.408 0.943
C 4.770 1.268 -0.244
C 3.574 0.699 -1.006
C 2.280 0.726 -0.196
C 1.100 0.237 -1.040
N -0.121 0.225 -0.273
C -0.601 -0.720 0.572
N -1.713 -0.331 1.178
C -1.966 0.906 0.710
C -0.988 1.294 -0.193
C -1.011 2.561 -0.852
O -0.210 2.980 -1.669
N -2.113 3.319 -0.442
C -3.108 2.960 0.458
O -4.016 3.718 0.722
N -3.011 1.712 1.035
C -4.018 1.260 1.969
H -4.642 2.113 2.226
H -4.629 0.479 1.513
H -3.530 0.856 2.855
C -2.267 4.644 -1.021
H -1.429 4.805 -1.696
H -3.210 4.704 -1.563
H -2.272 5.393 -0.230
C 0.030 -2.062 0.793
N -0.597 -3.210 0.173
C -1.787 -3.745 0.804
C -3.090 -3.061 0.380
C -3.220 -3.092 -1.141
C -1.983 -2.460 -1.775
C -0.727 -3.180 -1.269
H 0.173 -2.730 -1.695
H -0.768 -4.223 -1.604
H -2.030 -2.536 -2.863
H -1.941 -1.402 -1.513
H -4.119 -2.560 -1.456
H -3.306 -4.129 -1.478
H -3.079 -2.029 0.733
H -3.934 -3.575 0.843
H -1.663 -3.680 1.886
H -1.834 -4.806 0.528
H 0.040 -2.247 1.871
H 1.066 -2.029 0.441
H 0.948 0.917 -1.880
H 1.297 -0.767 -1.424
H 2.374 0.096 0.691
H 2.077 1.747 0.131
H 3.424 1.287 -1.914
H 3.793 -0.329 -1.307
H 5.611 1.353 -0.936
H 4.529 2.273 0.106
H 5.375 -0.616 0.602
H 4.411 0.383 1.693
H 6.324 1.964 1.938
H 6.768 0.330 2.433
H 7.294 0.952 0.868
*
```

Atom charges from the Löwdin analysis, given in e for atoms 1 to 6: C -0.118; C -0.277; C -0.229; C -0.211; C -0.170; C -0.127

=====

4.
Molecular formula: C19H31NO
Method: DFT, ωB97M-V with the def2-TZVPD basis set

Its HOMO energy is -8.2 eV. For the relative energy (zero: lowest compared OMol25 entry of this formula, charge and spin), the calculation gives 19.8 kJ/mol. The structure (SMILES) is COc1ccc(CC[C@@H](C)NC2CCCCCCC2)cc1. As for the electronic energy: -872.5606 hartree.

```
! RIJCOSX wB97M-V def2-TZVPD def2/J DEFGRID3
* xyz 0 1
C 3.152 5.608 2.481
H 2.971 4.808 3.207
O 2.121 5.686 1.528
C 1.900 4.607 0.721
C 2.611 3.415 0.765
C 2.291 2.388 -0.108
C 1.269 2.516 -1.036
C 0.569 3.719 -1.077
C 0.873 4.748 -0.214
H 0.332 5.681 -0.243
H -0.224 3.848 -1.799
C 0.913 1.396 -1.971
H 0.860 1.790 -2.989
H 1.694 0.634 -1.947
C -0.436 0.740 -1.645
H -0.673 0.031 -2.441
H -1.218 1.501 -1.629
C -0.456 -0.043 -0.323
N -1.409 -1.135 -0.470
H -2.348 -0.765 -0.370
C -1.219 -2.291 0.401
C -0.218 -3.246 -0.267
H 0.142 -3.954 0.477
C -0.791 -3.990 -1.477
H -1.802 -3.637 -1.668
C -0.798 -5.512 -1.321
H -1.401 -5.932 -2.130
H 0.221 -5.888 -1.450
C -1.321 -6.053 0.012
H -0.582 -5.894 0.800
C -2.670 -5.496 0.478
C -2.607 -4.263 1.392
H -1.746 -4.342 2.059
H -3.499 -4.290 2.024
C -2.596 -2.904 0.686
H -3.156 -2.980 -0.247
H -3.131 -2.185 1.316
H -3.297 -5.280 -0.388
H -3.170 -6.286 1.044
H -1.416 -7.136 -0.104
H -0.209 -3.749 -2.368
H 0.641 -2.649 -0.575
H -0.781 -1.991 1.371
C -0.781 0.858 0.873
H -1.751 1.332 0.730
H -0.032 1.634 0.991
H -0.817 0.271 1.790
H 0.531 -0.493 -0.170
H 2.854 1.467 -0.058
H 3.414 3.271 1.471
H 4.127 5.455 2.008
H 3.150 6.567 2.997
*
```

Atom charges from the Löwdin analysis, given in e for atoms 1 to 6: C -0.096; H 0.095; O -0.088; C -0.279; C -0.021; C -0.048